C9H28INO15 | ωB97M-V/def2-TZVPD

Positions of all 54 atoms, in Å:
O -1.533 -4.935 1.035
C -1.612 -3.954 0.116
O -2.324 -4.214 -1.180
C -2.537 -2.984 -1.957
O -3.291 -2.704 -3.023
C -1.629 -1.884 -1.150
C -1.523 -0.350 -1.816
C -2.117 0.826 -0.862
C -2.076 2.366 -1.515
C -1.390 2.346 -3.029
C -0.808 1.038 -3.802
N -0.902 -0.310 -3.168
C -1.049 -2.414 0.114
I 0.180 -1.274 1.518
H -2.551 0.616 0.211
H -2.493 3.318 -0.978
H -1.306 3.387 -3.598
H -0.298 1.118 -4.878
O -1.148 2.129 2.123
H -0.236 2.415 2.281
H -1.386 1.649 2.931
O 3.120 -2.347 0.080
H 3.021 -3.171 -0.421
H 3.921 -2.488 0.606
O 4.886 -3.605 -1.656
H 5.036 -3.045 -2.432
H 4.995 -4.507 -1.993
O 1.848 2.259 -2.028
H 0.972 2.097 -1.649
H 2.165 1.376 -2.271
O -4.784 -0.455 -1.135
H -5.660 -0.617 -0.755
H -4.467 -1.339 -1.378
O 4.333 0.578 1.027
H 4.234 -0.245 0.526
H 5.134 0.438 1.553
O 4.152 0.284 -3.158
H 4.410 0.760 -2.354
H 4.055 0.982 -3.822
O 5.634 -0.327 3.370
H 5.127 0.401 3.760
H 6.283 -0.553 4.053
O -1.809 3.589 4.632
H -2.643 3.317 5.043
H -2.085 4.096 3.854
O -1.300 4.915 -1.279
H -1.142 5.820 -0.970
H -0.424 4.604 -1.551
O -4.736 -5.681 0.231
H -4.757 -6.588 -0.111
H -4.077 -5.237 -0.323
O -0.768 2.758 7.181
H -1.602 2.485 7.592
H -1.044 3.264 6.403

Frontier orbital gap = 7.032 eV
Charge = 0
HOMO = -8.73 eV

The Löwdin scheme yields these atomic charges, measured in e: atom 1 (O): 0.021, atom 2 (C): -0.220, atom 3 (O): -0.013, atom 4 (C): -0.194, atom 5 (O): 0.042, atom 6 (C): -0.077, atom 7 (C): -0.166, atom 8 (C): 0.007, atom 9 (C): 0.005, atom 10 (C): -0.053, atom 11 (C): -0.093, atom 12 (N): 0.032, atom 13 (C): -0.478, atom 14 (I): 0.930, atom 15 (H): 0.098, atom 16 (H): 0.087, atom 17 (H): 0.092, atom 18 (H): 0.118, atom 19 (O): -0.109, atom 20 (H): 0.045, atom 21 (H): 0.024, atom 22 (O): -0.135, atom 23 (H): 0.026, atom 24 (H): 0.036, atom 25 (O): -0.059, atom 26 (H): 0.052, atom 27 (H): 0.050, atom 28 (O): -0.077, atom 29 (H): 0.007, atom 30 (H): 0.012, atom 31 (O): -0.058, atom 32 (H): 0.049, atom 33 (H): 0.009, atom 34 (O): -0.073, atom 35 (H): 0.008, atom 36 (H): 0.001, atom 37 (O): -0.063, atom 38 (H): 0.039, atom 39 (H): 0.045, atom 40 (O): -0.062, atom 41 (H): 0.054, atom 42 (H): 0.053, atom 43 (O): -0.061, atom 44 (H): 0.058, atom 45 (H): 0.058, atom 46 (O): -0.090, atom 47 (H): 0.057, atom 48 (H): 0.044, atom 49 (O): -0.066, atom 50 (H): 0.042, atom 51 (H): -0.002, atom 52 (O): -0.070, atom 53 (H): 0.035, atom 54 (H): -0.015

***

C2H8OSi2 | ωB97M-V/def2-TZVPD

Positions of all 13 atoms, in Å:
C -0.492 -0.370 1.297
C -0.153 -1.420 2.360
O -1.842 -0.405 1.075
Si -0.675 1.511 -1.358
Si 0.671 0.676 0.255
H 1.041 -1.550 2.409
H -0.722 -2.239 1.881
H -0.596 -1.032 3.312
H -1.918 2.155 -0.918
H 0.001 2.718 -1.906
H -0.802 0.762 -2.680
H 1.778 -0.343 0.400
H 1.302 1.840 0.909

Frontier orbital gap = 9.311 eV
SMILES string = CC(=O)[SiH2][SiH3]
Charge = 0
HOMO = -9.62 eV

The Löwdin scheme yields these atomic charges, measured in e: atom 1 (C): -0.538, atom 2 (C): -0.105, atom 3 (O): -0.151, atom 4 (Si): 0.456, atom 5 (Si): 0.504, atom 6 (H): 0.104, atom 7 (H): 0.083, atom 8 (H): 0.090, atom 9 (H): -0.099, atom 10 (H): -0.128, atom 11 (H): -0.100, atom 12 (H): -0.045, atom 13 (H): -0.072

***

C4H8O2S | ωB97M-V/def2-TZVPD

Positions of all 15 atoms, in Å:
C -0.025 -1.088 -1.974
C 0.311 0.358 -0.281
C 0.447 -0.403 0.952
C -0.800 1.298 1.619
H 0.277 -2.046 -1.673
H 0.978 -0.601 -2.174
H -0.550 -1.180 -3.081
H 1.277 0.333 -0.959
H 1.308 0.109 1.517
H 0.503 -1.502 0.627
H -0.264 1.314 2.682
H -1.840 1.668 1.975
O -0.788 -0.228 -1.000
O -0.831 -0.177 1.552
S -0.003 2.146 0.220

Frontier orbital gap = 9.760 eV
SMILES string = CO[C@@H]1COCS1
Charge = 0
HOMO = -9.01 eV

The Löwdin scheme yields these atomic charges, measured in e: atom 1 (C): -0.079, atom 2 (C): -0.649, atom 3 (C): -0.255, atom 4 (C): -0.503, atom 5 (H): 0.048, atom 6 (H): 0.071, atom 7 (H): 0.142, atom 8 (H): 0.128, atom 9 (H): 0.148, atom 10 (H): 0.162, atom 11 (H): 0.121, atom 12 (H): 0.111, atom 13 (O): -0.166, atom 14 (O): -0.184, atom 15 (S): 0.906

***

C3H3FN2 | ωB97M-V/def2-TZVPD

Positions of all 9 atoms, in Å:
C 0.224 -0.989 0.006
C -0.626 1.179 -0.002
C 1.368 -0.348 0.007
N 0.545 1.623 0.001
N -0.901 -0.167 0.002
F 2.651 -0.550 -0.007
H 0.062 -2.052 0.005
H -1.488 1.842 -0.002
H -1.836 -0.538 -0.009

Frontier orbital gap = 9.679 eV
Charge = 0
HOMO = -8.97 eV

The Löwdin scheme yields these atomic charges, measured in e: atom 1 (C): -0.132, atom 2 (C): -0.379, atom 3 (C): -0.098, atom 4 (N): 0.148, atom 5 (N): -0.012, atom 6 (F): 0.105, atom 7 (H): 0.119, atom 8 (H): 0.115, atom 9 (H): 0.132

***

Number 1: calculated total energy -1840.389227 Ha. Number 2: calculated total energy -735.103692 Ha. Number 3: calculated total energy -705.743430 Ha. Number 4: calculated total energy -325.367153 Ha.